[1]
{
  "formula": "C2H9N3",
  "method": "ωB97M-V with the def2-TZVPD basis set",
  "total_charge": 0,
  "multiplicity": 1,
  "orbital_gap_ha": 0.3776,
  "e_lumo_ha": 0.0340,
  "smiles": "C=N.NCN",
  "species": ["C", "N", "H", "H", "H", "N", "C", "N", "H", "H", "H", "H", "H", "H"],
  "coordinates": [[1.404, 3.333, 3.501], [2.355, 2.485, 3.485], [0.865, 3.487, 4.440], [1.453, 4.212, 2.850], [2.691, 2.546, 2.519], [-2.161, -1.880, -2.445], [-1.044, -1.991, -1.490], [0.045, -1.138, -1.941], [-1.774, -2.031, -3.369], [-2.750, -2.678, -2.272], [-1.331, -1.591, -0.514], [-0.763, -3.038, -1.367], [0.980, -1.501, -1.856], [0.031, -0.215, -1.540]]
}

---

[2]
{
  "formula": "CH13O6Pd",
  "method": "ωB97M-V with the def2-TZVPD basis set",
  "total_charge": 1,
  "multiplicity": 3,
  "orbital_gap_ha": [0.3374, 0.2547],
  "e_lumo_ha": [-0.1747, -0.2574],
  "species": ["Pd", "C", "O", "H", "H", "H", "O", "H", "H", "O", "H", "H", "O", "H", "H", "O", "H", "H", "O", "H", "H"],
  "coordinates": [[-5.412, 2.672, -2.008], [-6.452, 0.744, 0.690], [-5.545, 1.552, 0.049], [-6.006, -0.189, 1.053], [-6.931, 1.315, 1.493], [-7.241, 0.428, -0.016], [-3.970, 1.117, -2.579], [-3.848, 0.527, -3.330], [-3.394, 0.784, -1.837], [-4.985, 3.753, 1.900], [-5.246, 3.057, 1.288], [-5.149, 4.593, 1.460], [-8.930, 0.505, 3.815], [-8.865, 1.131, 4.545], [-8.159, 0.682, 3.270], [-7.163, 1.398, -2.618], [-7.744, 0.957, -1.989], [-7.369, 1.031, -3.488], [-2.936, 0.341, -0.305], [-3.811, 0.599, 0.035], [-2.315, 0.620, 0.379]]
}

---

[3]
{
  "formula": "C5H16N2O",
  "method": "ωB97M-V with the def2-TZVPD basis set",
  "total_charge": 1,
  "multiplicity": 2,
  "orbital_gap_ha": [0.3699, 0.1651],
  "e_lumo_ha": [-0.1084, -0.3067],
  "species": ["C", "N", "C", "C", "C", "N", "C", "H", "H", "H", "H", "H", "H", "H", "H", "H", "H", "H", "H", "H", "H", "H", "H", "O"],
  "coordinates": [[0.946, -0.216, -1.484], [1.294, 0.334, -0.172], [2.094, -0.693, 0.603], [-0.034, 0.724, 0.385], [-1.127, -0.395, 0.488], [-2.511, 0.139, 0.283], [-3.453, -0.893, 0.252], [-0.082, 0.161, -1.746], [1.086, -1.259, -1.681], [1.794, 0.239, -2.257], [2.277, -0.341, 1.589], [1.527, -1.595, 0.843], [2.990, -0.803, 0.215], [0.111, 1.167, 1.481], [-0.119, 1.681, -0.102], [-1.155, -0.842, 1.492], [-0.719, -1.221, -0.256], [-2.636, 0.806, 0.994], [-4.502, -0.501, 0.155], [-3.284, -1.543, -0.714], [-3.283, -1.634, 1.006], [3.322, 1.621, -0.138], [2.302, 2.487, -0.832], [3.161, 2.579, -0.403]]
}

---

[4]
{
  "formula": "C5H5N6",
  "method": "ωB97M-V with the def2-TZVPD basis set",
  "total_charge": -1,
  "multiplicity": 1,
  "orbital_gap_ha": 0.3500,
  "e_lumo_ha": 0.1381,
  "species": ["C", "C", "C", "C", "C", "N", "N", "N", "N", "N", "N", "H", "H", "H", "H", "H"],
  "coordinates": [[0.443, -0.530, -2.079], [0.435, -1.187, 0.467], [-0.348, 1.170, -0.454], [-1.138, 1.405, 0.790], [-0.296, -0.259, -0.907], [1.022, -0.685, -3.058], [0.917, -2.401, 0.262], [0.601, -0.736, 1.699], [1.401, -2.724, 1.454], [1.215, -1.750, 2.294], [0.224, 2.152, -1.008], [-2.158, 1.030, 0.695], [-1.158, 2.465, 1.027], [-0.644, 0.849, 1.593], [-1.290, -0.712, -0.944], [0.773, 1.913, -1.832]]
}

---

[5]
{
  "formula": "CH5NOS3",
  "method": "ωB97M-V with the def2-TZVPD basis set",
  "total_charge": 0,
  "multiplicity": 1,
  "orbital_gap_ha": [0.2561, 0.2562],
  "e_lumo_ha": [-0.0245, -0.0245],
  "smiles": "CS(=S)#S(N)=O",
  "species": ["C", "S", "S", "S", "N", "O", "H", "H", "H", "H", "H"],
  "coordinates": [[1.657, -0.499, -0.787], [0.983, 0.845, 0.200], [2.074, 1.012, 1.810], [-1.105, -0.365, 0.854], [-2.304, 0.718, 0.525], [-1.195, -1.391, -0.137], [1.158, -1.494, -0.384], [2.674, -0.771, -0.946], [1.126, -0.294, -1.691], [-2.346, 1.529, 1.047], [-2.722, 0.710, -0.490]]
}

---

[6]
{
  "formula": "C6H19BrN5O3",
  "method": "ωB97M-V with the def2-TZVPD basis set",
  "total_charge": -1,
  "multiplicity": 1,
  "orbital_gap_ha": 0.2833,
  "e_lumo_ha": 0.0960,
  "species": ["Br", "C", "C", "C", "O", "C", "N", "H", "H", "H", "H", "H", "H", "H", "H", "H", "H", "H", "C", "O", "N", "N", "H", "H", "H", "H", "C", "O", "N", "N", "H", "H", "H", "H"],
  "coordinates": [[-1.025, -0.094, -2.582], [1.189, -1.988, 1.505], [1.451, -0.485, 1.381], [2.501, -0.010, 2.385], [1.962, 0.367, 3.634], [1.749, 1.751, 3.795], [1.789, -0.139, -0.008], [0.221, -2.198, 1.045], [1.150, -2.331, 2.537], [1.962, -2.443, 0.881], [0.514, 0.039, 1.643], [3.113, 0.819, 1.998], [3.190, -0.830, 2.621], [1.307, 2.151, 2.870], [2.718, 2.248, 3.905], [1.033, 1.973, 4.580], [0.917, -0.245, -0.529], [1.920, 0.872, 0.014], [-2.796, 3.891, -1.535], [-2.720, 4.091, -2.747], [-3.393, 4.790, -0.688], [-2.186, 2.838, -0.927], [-3.965, 5.523, -1.050], [-3.099, 4.725, 0.264], [-1.861, 1.961, -1.323], [-2.254, 2.816, 0.075], [-0.680, -4.302, -2.953], [-0.767, -5.534, -2.979], [-0.473, -3.554, -4.102], [-0.692, -3.552, -1.829], [-0.676, -2.565, -4.061], [-0.301, -3.987, -4.983], [-0.760, -2.545, -1.813], [-1.037, -4.051, -1.024]]
}

---

Calculated energy above the lowest of the compared OMol25 structures with the same formula, charge and spin in order - 1.883, 1.627, 3.460, 0.000, 0.561, 0.532 eV
Calculated M in order - 75.1, 227.5, 120.2, 149.1, 143.3, 289.2 g/mol